[1]
{"formula": "C6H16NO", "method": "ωB97M-V with the def2-TZVPD basis set", "species": ["C", "C", "C", "N", "H", "H", "H", "H", "H", "H", "H", "H", "H", "C", "O", "C", "C", "H", "H", "H", "H", "H", "H", "H"], "coordinates": [[-0.0893, -2.1390, -1.3154], [-0.6483, -0.7170, -1.2779], [0.1374, 0.1954, -2.2131], [-2.0644, -0.5996, -1.6082], [0.9534, -2.1567, -1.0107], [-0.6660, -2.7860, -0.6525], [-0.2444, -2.5263, -2.3409], [-0.4539, -0.4041, -0.2185], [-0.0852, 1.2577, -2.1155], [1.1957, 0.1032, -1.9371], [0.0271, -0.1626, -3.2465], [-2.6402, -0.9722, -0.8648], [-2.2436, -1.0937, -2.4756], [1.3220, 0.0408, 1.5906], [0.2865, -0.8227, 1.4781], [0.9393, 1.2598, 2.4755], [-0.2441, 2.0161, 1.8479], [1.6858, 0.4013, 0.5936], [2.2232, -0.3875, 2.1099], [1.7544, 1.9958, 2.5746], [0.5817, 0.9702, 3.4664], [-0.5690, 2.8272, 2.5131], [-1.0881, 1.3207, 1.7943], [-0.0700, 2.3792, 0.8328]], "e_lumo_ev": 4.018, "charge": -1, "relative_energy_kcal_mol": 7.4, "homo_ev": -2.581}


[2]
{"formula": "C5H7NS", "method": "ωB97M-V with the def2-TZVPD basis set", "species": ["C", "C", "C", "C", "C", "H", "H", "H", "H", "H", "H", "H", "N", "S"], "coordinates": [[0.8332, 1.1022, 0.2479], [0.8259, 0.0757, -0.8946], [-0.7210, 1.0004, 0.1949], [-0.8977, -0.4523, 0.6120], [0.2026, -1.0763, -0.1875], [1.3548, 2.0369, -0.1351], [1.4360, 0.6746, 1.1216], [1.7699, 0.0790, -1.4368], [-1.3278, 1.7892, 0.5555], [-1.1188, -0.6952, 1.6251], [-1.3710, -2.3384, 0.0704], [0.9271, -1.7660, 0.2249], [-1.1916, -1.3803, -0.4146], [-0.7215, 0.9506, -1.5838]], "e_lumo_ev": 0.905, "relative_energy_kcal_mol": 69.0, "homo_ev": -8.254}


[3]
{"formula": "CH4F3N4O", "method": "ωB97M-V with the def2-TZVPD basis set", "species": ["C", "N", "N", "N", "N", "O", "F", "F", "F", "H", "H", "H", "H"], "coordinates": [[-2.6027, -0.4598, -0.0209], [-0.5106, -0.0530, -0.1504], [-3.7154, 0.1608, 0.3790], [-1.4711, 0.2615, 0.5100], [0.6546, 0.3438, -0.0256], [-2.3172, -1.4989, -0.5081], [-4.9666, -0.3281, 0.1274], [-1.4127, 1.8355, 0.7598], [3.7970, -0.4494, 0.5242], [-3.8524, 1.0308, 0.7672], [4.6462, -0.7688, 0.5880], [0.6188, 1.2655, 0.3799], [1.4976, 0.0909, -0.6389]], "e_lumo_ev": -7.300, "charge": 1, "relative_energy_kcal_mol": 90.7, "homo_ev": -15.706}


[4]
{"formula": "C14H19N3O4", "method": "ωB97M-V with the def2-TZVPD basis set", "species": ["N", "C", "O", "C", "C", "C", "N", "C", "O", "N", "C", "C", "C", "C", "C", "C", "C", "C", "C", "O", "O", "H", "H", "H", "H", "H", "H", "H", "H", "H", "H", "H", "H", "H", "H", "H", "H", "H", "H", "H"], "coordinates": [[0.5302, 1.3308, -4.5174], [1.2633, 1.0303, -3.4294], [1.7114, -0.1044, -3.3999], [1.5541, 2.0911, -2.3783], [2.8193, 1.8453, -1.6593], [2.6950, 0.8648, -0.3747], [2.6843, -0.5943, -0.6560], [1.5709, 1.4675, 0.4427], [1.7251, 2.4395, 1.1049], [0.5609, 0.6222, 0.6940], [-0.4867, 0.9204, 1.6680], [-1.8183, 0.5581, 1.0755], [-2.2286, -0.8762, 1.2185], [-1.8117, -1.6878, 0.1726], [-2.1963, -2.9884, 0.2263], [-2.9146, -3.4887, 1.3001], [-3.3235, -2.6108, 2.3485], [-3.1343, -1.2401, 2.1815], [-0.3523, 0.0030, 2.8962], [-0.8691, 0.3054, 3.9374], [0.3692, -1.0075, 2.7660], [0.0886, 2.2402, -4.3699], [0.5909, 0.6657, -5.3389], [1.5596, 3.1243, -2.7615], [0.8413, 2.1271, -1.5995], [3.0766, 2.9357, -1.1762], [3.6657, 1.6344, -2.3740], [3.4447, 1.1625, 0.3042], [2.0481, -0.7192, -1.4357], [3.6144, -0.8774, -0.8997], [0.4474, -0.3122, 0.3578], [-0.3615, 2.0104, 1.9836], [-2.5701, 1.2561, 1.4794], [-1.8665, 0.8842, -0.0158], [-0.9890, -1.3586, -0.6282], [-1.7384, -3.8867, -0.4266], [-3.1857, -4.5564, 1.4439], [-3.9771, -3.0432, 3.1790], [-3.4380, -0.6867, 3.0382], [0.4008, -1.4803, 3.6227]], "e_lumo_ev": 0.567, "smiles": "NC(=O)CC[C@H](N)C(=O)N[C@@H](Cc1ccccc1)C(=O)O", "relative_energy_kcal_mol": 74.5, "homo_ev": -9.047}


[5]
{"formula": "C32H56F24N7O17S8", "method": "ωB97M-V with the def2-TZVPD basis set", "species": ["C", "C", "N", "C", "C", "C", "C", "C", "O", "C", "H", "H", "H", "H", "H", "H", "H", "H", "H", "H", "H", "H", "H", "H", "H", "H", "H", "H", "H", "H", "C", "C", "C", "N", "C", "C", "C", "C", "C", "H", "H", "H", "H", "H", "H", "H", "H", "H", "H", "H", "H", "H", "H", "H", "H", "H", "H", "C", "C", "C", "N", "C", "C", "C", "C", "C", "H", "H", "H", "H", "H", "H", "H", "H", "H", "H", "H", "H", "H", "H", "H", "H", "H", "H", "C", "F", "F", "F", "S", "O", "O", "N", "S", "O", "O", "C", "F", "F", "F", "C", "F", "F", "F", "S", "O", "O", "N", "S", "O", "O", "C", "F", "F", "F", "C", "F", "F", "F", "S", "O", "O", "N", "S", "O", "O", "C", "F", "F", "F", "C", "F", "F", "F", "S", "O", "O", "N", "S", "O", "O", "C", "F", "F", "F"], "coordinates": [[4.9644, 5.1934, 0.6649], [3.8638, 4.2184, 1.0185], [2.6013, 4.7562, 1.4850], [1.7151, 3.5976, 1.8052], [2.8031, 5.6948, 2.6621], [3.3308, 5.0166, 3.9492], [1.9007, 5.4606, 0.3629], [0.4834, 5.9568, 0.7101], [0.5536, 7.3768, 0.7161], [-0.6313, 7.9586, 1.2058], [5.7961, 4.5706, 0.2935], [5.3278, 5.7081, 1.5490], [4.6771, 5.8198, -0.1566], [4.2344, 3.5451, 1.7789], [3.5805, 3.5850, 0.1848], [0.7193, 3.9259, 2.1269], [2.1817, 2.9919, 2.5472], [1.6152, 3.1146, 0.8414], [1.9149, 6.2505, 2.8721], [3.5213, 6.4312, 2.2546], [2.9429, 4.0003, 4.0345], [3.0725, 5.5055, 4.8733], [4.3790, 4.8055, 4.0053], [2.0099, 4.8741, -0.5097], [2.5087, 6.4267, 0.1251], [0.0896, 5.5826, 1.6600], [-0.2432, 5.6431, -0.0504], [-1.5133, 7.7271, 0.5270], [-0.4953, 9.0407, 1.2510], [-0.8370, 7.5142, 2.2255], [2.3725, -3.8054, 0.2060], [1.4369, -3.0242, 1.0862], [0.0605, -3.0150, 0.5229], [-0.7597, -1.8287, 0.9659], [-2.0998, -1.9805, 0.2969], [-0.0710, -0.5043, 0.6118], [0.5193, 0.0106, 1.9185], [-0.1040, -0.7381, 3.0764], [-0.9423, -1.8773, 2.4542], [2.6448, -3.1436, -0.6014], [1.9210, -4.6914, -0.2326], [3.2042, -4.1799, 0.7824], [1.8631, -2.0553, 1.1976], [1.4828, -3.4392, 2.0761], [-0.4262, -3.9852, 0.7737], [0.0936, -2.9234, -0.5810], [-1.8600, -2.1022, -0.7315], [-2.7019, -1.1266, 0.5290], [-2.6087, -2.8430, 0.7165], [-0.8313, 0.1602, 0.1693], [0.6651, -0.7873, -0.1204], [0.1718, 1.0788, 1.9021], [1.5625, -0.0570, 1.8849], [-0.6821, -0.1199, 3.7416], [0.7193, -1.1981, 3.6340], [-2.0130, -1.9165, 2.6475], [-0.5813, -2.8406, 2.8019], [-0.0116, -1.7132, -4.3751], [-1.0683, -2.5772, -4.9637], [-1.4008, -3.7375, -3.9980], [-2.2035, -4.8611, -4.5667], [-3.3495, -4.5204, -5.4298], [-2.7569, -5.7736, -3.4229], [-2.9838, -7.1502, -4.0146], [-2.0058, -7.2804, -5.1610], [-1.3126, -5.9034, -5.2183], [-0.2345, -1.4139, -3.3178], [0.1030, -0.8188, -4.9386], [1.0013, -2.1984, -4.4278], [-0.8854, -2.8990, -6.0144], [-2.0058, -1.9016, -5.0651], [-1.9670, -3.3632, -3.1334], [-0.5141, -4.2038, -3.5850], [-3.8039, -5.4345, -5.7777], [-2.9629, -3.9131, -6.2307], [-4.0368, -3.9488, -4.8152], [-3.5047, -5.1755, -2.9711], [-1.9004, -5.7969, -2.7600], [-3.9819, -7.4538, -4.2717], [-2.7705, -8.0161, -3.3210], [-2.4610, -7.6049, -6.1637], [-1.3933, -8.1322, -5.0037], [-1.1081, -5.4529, -6.1776], [-0.3488, -5.8646, -4.6833], [0.8491, -5.6259, 3.9823], [1.3926, -5.5555, 2.7289], [1.6097, -6.3217, 4.8151], [0.8748, -4.3809, 4.4078], [-0.7992, -6.3146, 4.0929], [-0.6707, -7.4860, 3.3299], [-1.0052, -6.3592, 5.4928], [-1.4705, -5.0758, 3.3908], [-3.0195, -4.9045, 3.3626], [-3.2909, -3.6833, 2.5666], [-3.7967, -6.0348, 3.0129], [-3.5246, -4.5262, 5.0321], [-3.7107, -5.5764, 5.7681], [-2.7773, -3.6376, 5.6493], [-4.7900, -3.9463, 4.9090], [5.9278, 0.6151, 0.5947], [6.5210, -0.1495, -0.2784], [6.3908, 0.2784, 1.8196], [6.3734, 1.8604, 0.3607], [4.0649, 0.4948, 0.6497], [3.8528, -0.8952, 0.6083], [3.8113, 1.3266, 1.7949], [3.3355, 1.2348, -0.5187], [3.0748, 0.5462, -1.8944], [3.8708, -0.5295, -2.4053], [1.6486, 0.3367, -2.0614], [3.1146, 2.1115, -2.9850], [2.5513, 3.1301, -2.4213], [4.4179, 2.2939, -3.2160], [2.5146, 1.7658, -4.1271], [-4.4031, 2.5851, -8.7018], [-5.5549, 2.0443, -9.1559], [-3.3644, 1.8488, -9.1469], [-4.2678, 3.7970, -9.2172], [-4.4454, 2.9789, -6.9204], [-3.2082, 3.6075, -6.6622], [-5.6881, 3.6828, -6.9281], [-4.6014, 1.6203, -6.2026], [-3.4771, 0.7348, -5.5409], [-4.0135, -0.6005, -5.3797], [-2.1541, 0.9407, -6.0319], [-3.2506, 1.2697, -3.7519], [-2.5539, 0.3255, -3.0998], [-2.5572, 2.4321, -3.7786], [-4.3386, 1.5545, -3.1105], [-1.9901, 4.1753, 4.8428], [-2.6162, 3.5694, 5.8487], [-1.5924, 3.1574, 4.0399], [-2.8699, 4.9966, 4.2948], [-0.4694, 5.0941, 5.3329], [-0.0564, 5.6132, 4.0858], [-0.9231, 5.9786, 6.3500], [0.5534, 4.0082, 5.8261], [0.5812, 3.2148, 7.2312], [1.0270, 4.0089, 8.3321], [-0.4925, 2.2686, 7.4702], [1.9869, 2.1630, 6.7678], [3.0216, 2.8895, 6.2826], [2.4955, 1.4753, 7.7719], [1.6464, 1.3241, 5.7568]], "e_lumo_ev": 0.617, "charge": -1, "relative_energy_kcal_mol": 0.0, "homo_ev": -8.018}


[6]
{"formula": "CH7BrN3", "method": "ωB97M-V with the def2-TZVPD basis set", "species": ["N", "C", "N", "N", "Br", "H", "H", "H", "H", "H", "H", "H"], "coordinates": [[1.4290, 0.1508, -0.2795], [0.1827, -0.2922, -0.4470], [-0.4463, -0.3438, 1.2562], [-0.6449, 0.7318, -0.9308], [-2.3329, 0.1961, -1.4248], [1.6765, 1.0823, -0.0209], [2.1757, -0.3883, -0.2918], [0.0029, -1.4388, -0.8251], [-0.8912, -1.2818, 1.4291], [-1.2028, 0.4035, 1.1294], [0.2891, -0.2117, 1.9779], [-0.2379, 1.3921, -1.5727]], "e_lumo_ev": -3.590, "charge": 1, "smiles": "N[C@@H]([NH3+])NBr", "relative_energy_kcal_mol": 37.5, "homo_ev": -14.009}


[7]
{"formula": "C25H47AlF6IKMg2N4O14PSi2", "method": "ωB97M-V with the def2-TZVPD basis set", "species": ["C", "C", "Si", "C", "C", "C", "C", "C", "I", "O", "Si", "C", "C", "C", "C", "N", "C", "C", "C", "C", "C", "C", "C", "O", "P", "N", "H", "H", "H", "H", "H", "H", "H", "H", "H", "H", "H", "H", "H", "H", "H", "H", "H", "H", "H", "H", "H", "H", "H", "H", "H", "H", "H", "H", "H", "H", "H", "H", "H", "H", "Mg", "F", "Al", "F", "F", "F", "N", "O", "O", "O", "N", "H", "H", "H", "H", "C", "O", "O", "O", "Mg", "C", "O", "C", "O", "O", "C", "H", "H", "H", "H", "H", "H", "C", "C", "O", "C", "O", "O", "F", "H", "H", "H", "F", "K"], "coordinates": [[1.3701, -1.2886, 3.8149], [1.5639, -1.5939, 2.5344], [0.9836, -0.5586, 1.0573], [0.5286, 1.1194, 1.7337], [-0.6876, 1.8491, 1.1083], [2.5482, -0.5045, 0.0222], [2.7737, 0.7487, -0.8346], [1.5575, 1.4275, -1.4653], [3.9872, 2.1054, 0.3005], [-0.1828, -1.3190, 0.0492], [-1.6376, -1.8943, 0.6673], [-2.9617, -0.6306, 1.0183], [-4.3864, -1.2217, 1.0690], [-5.4132, -0.2652, 1.7003], [-6.0216, 0.6409, 0.6309], [-5.0316, 1.5906, 0.1573], [-4.5428, 1.5879, -1.1020], [-3.5654, 2.5813, -1.2520], [-3.5144, 3.2217, -0.0063], [-4.4182, 2.6081, 0.8404], [-2.3263, -3.0046, -0.7422], [-1.8848, -2.4072, -2.0758], [-0.5480, -2.8461, -2.6186], [-1.8523, -3.2925, -3.1151], [-1.5010, -3.2379, 2.4632], [-2.5828, -4.3694, 2.3036], [0.5715, -0.6321, 4.1619], [2.0930, -1.6574, 4.5372], [2.1902, -2.4612, 2.3398], [1.4006, 1.7624, 1.6283], [0.3467, 1.0596, 2.8041], [-0.9069, 1.5636, 0.0855], [-0.4876, 2.9177, 1.1016], [-1.5592, 1.7313, 1.7405], [2.6043, -1.4094, -0.5968], [3.3750, -0.5901, 0.7241], [3.4172, 0.4576, -1.6576], [0.7536, 0.7337, -1.7033], [1.8742, 1.8595, -2.4112], [1.2368, 2.2722, -0.8652], [-2.9205, 0.1939, 0.3085], [-2.7528, -0.1978, 2.0013], [-4.7010, -1.4765, 0.0580], [-4.3853, -2.1618, 1.6193], [-4.9080, 0.3131, 2.4705], [-6.2139, -0.8640, 2.1264], [-6.2820, 0.0156, -0.2156], [-6.9215, 1.1265, 0.9961], [-4.8785, 0.8913, -1.8516], [-3.0204, 2.7765, -2.1584], [-2.8783, 4.0498, 0.2452], [-4.6346, 2.8688, 1.8594], [-1.9099, -4.0168, -0.7406], [-3.4092, -2.9851, -0.7502], [-2.1646, -1.3744, -2.2525], [-0.0435, -3.6159, -2.0196], [-0.1899, -2.5448, -3.5905], [-0.1908, -3.8308, 2.5075], [-1.6510, -2.3659, 3.6699], [-3.2401, -4.3671, 3.0775], [-1.0980, -1.5051, 5.3788], [-5.5998, 3.9966, -5.4407], [-4.4118, 2.8429, -5.3475], [-4.9613, 1.5087, -4.2976], [-3.0507, 3.4403, -4.5511], [-3.9914, 2.2492, -6.8452], [3.7924, -3.0088, 6.8663], [3.6001, -1.9871, 6.1413], [4.0627, -4.0824, 6.3730], [3.6890, -2.8766, 8.1232], [3.3159, -0.1726, 8.0815], [2.4876, -0.0465, 7.5092], [3.1898, 0.2793, 8.9853], [3.4834, -1.2127, 8.2022], [4.1181, 0.2300, 7.6002], [4.5504, 3.2157, 4.0379], [5.4465, 3.6433, 3.2635], [3.5711, 2.4844, 3.6764], [4.5087, 3.4463, 5.2812], [0.4677, -3.6460, -0.0001], [6.5655, -1.7038, -0.9730], [5.7701, -2.5748, -0.1631], [6.4261, -3.6345, 0.3207], [7.5823, -3.8882, 0.1317], [5.5697, -4.3490, 1.0483], [6.1404, -5.5230, 1.6430], [5.9092, -0.8959, -1.2873], [7.3914, -1.2873, -0.4004], [6.9410, -2.2219, -1.8528], [6.9449, -5.2541, 2.3230], [6.5059, -6.2015, 0.8754], [5.3441, -6.0042, 2.2022], [-2.0545, 4.1669, -10.0057], [-0.8424, 4.9105, -9.4933], [-1.4105, 5.8300, -8.5876], [-2.5658, 5.2598, -8.1045], [-3.1480, 5.6352, -7.1511], [-2.9274, 4.2112, -8.8792], [-0.2055, 5.5908, -10.4829], [-2.5152, 4.6848, -10.8485], [-1.8402, 3.1400, -10.2894], [-0.1167, 4.2862, -8.9687], [-6.5196, 1.0155, -3.5660], [7.2585, 4.4583, 3.0424]], "e_lumo_ev": -7.481, "charge": 1, "homo_ev": -8.849}